*A*
ORCA calculation (ωB97M-V/def2-TZVPD) on the molecule C3H6N2O.

Properties
frontier orbital gap (alpha / beta): 8.90 / 9.08 eV
LUMO energy (alpha / beta): 0.004 / 0.003 Ha

Atoms and positions in Å:
O (-1.394, 1.745, -0.152)
N (0.945, -1.054, -0.576)
N (-0.939, 0.438, -0.094)
C (0.607, 0.682, 1.158)
C (0.441, 0.241, -0.252)
C (0.170, -2.051, -0.571)
H (0.621, -3.038, -0.585)
H (-0.909, -1.988, -0.418)
H (0.890, 1.060, -0.844)
H (1.309, 1.492, 1.325)
H (-1.739, 1.972, -1.027)
H (-0.002, 0.500, 2.035)

***

*B*
ORCA calculation (ωB97M-V/def2-TZVPD) on the molecule C3H6N2O.

Properties
SMILES: [H]/N=C(/C=O)NC
frontier orbital gap: 9.65 eV
LUMO energy: 0.000 Ha

Atoms and positions in Å:
O (0.429, -2.332, -0.714)
N (-0.581, 0.267, -0.551)
N (1.671, 0.880, -0.176)
C (1.199, -1.448, -0.419)
C (-1.337, 0.708, 0.626)
C (0.774, 0.000, -0.380)
H (-2.220, 0.073, 0.744)
H (1.205, 1.787, -0.266)
H (2.255, -1.637, -0.153)
H (-0.736, 0.613, 1.539)
H (-1.039, -0.481, -1.050)
H (-1.670, 1.747, 0.543)

***

Going by the computed energies, the most stable comes first: *B*, *A*.